ORCA calculation (ωB97M-V/def2-TZVPD) on a 13-piece molecular cluster, C52H89F21N2O18 overall at a distorted geometry.

Computed properties:
Orbital gap (alpha / beta) ... 7.88 / 3.10 eV
Multiplicity ... 2
E_HOMO (alpha / beta) ... -10.1489 / -10.1489 eV
DFT total energy ... -5595.44767 a.u.
⟨S²⟩ ... 0.75
Net charge ... +1

Structure (XYZ):
```
182
Properties=species:S:1:pos:R:3:forces:R:3:mulliken_charge:R:1
C 6.683 1.828 2.278 0.025 -0.290 -0.389 -0.8525
C 6.352 0.583 3.135 0.733 0.714 -0.062 -0.7414
N 5.124 0.824 3.874 -0.464 1.131 0.444 1.0550
C 4.316 -0.333 4.193 -0.935 -0.137 -0.505 -1.7334
C 3.596 -0.840 2.929 0.800 -0.216 0.192 0.6312
C 5.233 1.756 5.003 0.251 -0.572 1.701 -0.6478
C 5.946 1.126 6.290 -0.185 -0.176 -1.163 -1.2625
H 5.927 1.837 1.494 0.008 0.442 -0.041 -0.0360
H 7.652 1.851 1.779 0.141 -0.748 -0.004 0.4789
H 6.715 2.792 2.788 -0.564 -0.186 0.421 0.2601
H 6.273 -0.283 2.478 -0.427 0.071 -0.085 0.3964
H 7.195 0.310 3.770 0.199 0.123 0.424 0.3421
H 4.825 -1.032 4.857 0.391 -0.743 -0.570 0.3136
H 3.419 -0.134 4.780 0.275 1.132 0.598 0.6738
H 3.076 -1.772 3.150 0.018 -0.108 -0.222 0.1558
H 2.854 -0.091 2.652 -0.048 -0.010 -0.002 -0.4228
H 4.275 -0.959 2.085 -0.058 -0.283 -0.005 -0.0463
H 4.245 2.162 5.219 -0.397 -0.561 0.275 0.1991
H 5.752 2.702 4.842 0.535 -0.333 -0.848 0.4087
H 5.978 1.765 7.172 0.089 0.261 -0.303 0.4284
H 6.947 0.856 5.955 0.336 0.442 0.253 0.3034
H 5.591 0.155 6.637 -0.730 0.083 -0.178 0.2617
C -5.633 -3.006 4.809 0.366 -0.823 -0.857 -1.7117
C -5.228 -2.956 3.338 0.540 0.418 1.414 0.2618
N -4.787 -4.245 2.794 -2.743 1.101 -2.546 0.4647
C -4.519 -4.153 1.365 3.094 0.361 -1.067 -0.9622
C -3.515 -3.012 0.914 -1.331 -0.376 0.514 -0.8999
C -5.539 -5.468 3.102 0.280 0.384 0.941 -0.6043
C -7.049 -5.351 2.642 0.949 0.155 0.463 -0.9985
H -4.849 -3.578 5.305 0.034 0.449 0.567 0.4293
H -6.540 -3.602 4.905 -0.177 0.369 0.254 0.4192
H -5.749 -1.987 5.177 0.005 -0.296 0.212 0.4102
H -6.027 -2.490 2.761 -0.387 -0.650 -0.650 0.4102
H -4.450 -2.209 3.177 0.441 -0.339 0.133 -0.1120
H -4.078 -5.094 1.037 -0.023 -0.206 0.227 0.5211
H -5.428 -4.075 0.769 -0.481 0.274 0.438 0.4756
H -3.406 -3.062 -0.169 -0.021 -0.109 0.080 0.7102
H -3.969 -2.048 1.146 0.220 0.122 -0.160 0.2316
H -2.529 -3.069 1.374 -0.264 -0.256 0.093 -0.0318
H -5.401 -5.562 4.179 -0.601 -0.378 0.100 0.4406
H -5.021 -6.302 2.627 -0.156 0.092 -0.069 0.4664
H -7.607 -6.173 3.090 0.162 -0.097 -0.217 0.3922
H -7.091 -5.372 1.553 -0.127 -0.152 0.135 0.3530
H -7.505 -4.431 3.006 0.113 0.004 -0.048 0.3257
C 1.041 2.217 4.310 -1.488 0.815 0.092 -0.7594
C -0.196 2.310 3.343 2.048 1.057 0.089 0.3022
O -1.411 1.912 3.940 -2.045 -0.591 1.018 0.1863
C -2.051 2.641 4.884 3.306 1.212 0.248 0.3325
O -1.606 3.657 5.415 -1.589 -2.242 -1.423 -0.5638
C -3.334 1.950 5.373 -1.381 0.604 0.482 0.7704
F -3.319 1.906 6.711 0.067 -0.161 -0.515 -0.2701
F -4.386 2.772 5.023 1.112 -1.702 0.053 -0.2430
F -3.520 0.651 4.945 -0.038 1.909 0.097 -0.1631
H 1.226 1.186 4.611 0.384 0.058 -0.398 -0.2587
H 0.844 2.778 5.224 -0.455 -0.100 0.161 0.6546
H 1.892 2.789 3.938 0.104 -0.757 -0.508 0.1414
H -0.026 1.696 2.459 -0.323 -0.380 0.333 -0.3166
H -0.343 3.307 2.927 0.293 0.246 0.338 -0.2564
C -3.072 -1.641 -6.578 -0.620 -0.573 -0.977 -0.9577
C -1.654 -1.991 -6.945 0.529 2.259 2.977 -0.0465
O -1.538 -2.694 -8.101 0.132 -2.639 -2.848 -0.3239
C -1.623 -4.045 -8.113 0.447 0.508 2.985 0.3248
O -1.817 -4.715 -7.107 0.280 1.002 -2.276 -0.5313
C -1.396 -4.651 -9.519 -0.201 0.353 0.277 0.8658
F -1.025 -5.912 -9.364 0.696 0.038 -0.305 -0.2261
F -2.596 -4.674 -10.086 -0.429 0.253 -0.747 -0.2398
F -0.535 -3.965 -10.317 -0.744 -0.836 0.975 -0.2279
H -3.514 -1.139 -7.439 -0.176 0.278 0.149 0.3095
H -3.213 -1.045 -5.677 0.309 -0.051 -0.084 0.2183
H -3.611 -2.585 -6.488 -0.211 0.024 0.311 0.3002
H -1.171 -2.421 -6.067 0.109 -0.803 -0.257 0.2646
H -1.063 -1.090 -7.114 -0.134 0.200 -0.159 0.2821
C 0.252 6.884 2.583 -0.175 0.021 0.023 -0.8850
C -1.096 6.325 3.046 -0.501 1.476 0.233 -0.2615
O -1.503 5.340 2.112 -1.813 -3.208 -1.283 -0.0427
C -2.753 4.739 2.197 -1.192 3.256 2.413 0.0376
O -3.691 5.191 2.892 3.305 -2.145 -2.486 -0.5669
C -2.940 3.508 1.229 -0.449 -0.448 0.204 0.9273
F -1.798 3.010 0.759 0.008 0.193 0.270 -0.0668
F -3.595 2.469 1.864 0.643 1.576 -0.711 -0.1906
F -3.659 3.901 0.160 0.080 -0.193 0.768 -0.1801
H 0.112 7.362 1.614 0.079 -0.495 -0.314 0.2831
H 1.041 6.132 2.562 -0.125 -0.064 -0.227 0.0084
H 0.637 7.723 3.162 -0.374 -0.209 0.629 0.4339
H -1.845 7.111 2.954 0.010 0.219 0.411 0.4219
H -1.173 5.902 4.048 0.377 0.026 0.025 0.2362
C -4.590 3.605 -3.145 0.040 -0.246 -0.088 -1.4151
C -3.753 2.424 -2.631 -0.728 0.267 -1.082 0.7048
O -4.586 1.614 -1.807 -1.951 -3.327 0.484 -0.1429
C -5.229 0.450 -2.302 2.437 1.692 -2.312 0.2570
O -5.186 0.001 -3.439 -0.015 1.261 2.446 -0.5448
C -5.962 -0.348 -1.228 -0.612 1.723 0.773 0.9579
F -5.524 -1.585 -1.174 0.996 -0.829 0.489 -0.2333
F -5.850 0.272 -0.020 0.021 -0.953 -0.490 -0.2436
F -7.248 -0.452 -1.517 -0.624 0.388 -0.128 -0.2722
H -3.988 4.136 -3.883 -0.161 0.361 0.125 0.3647
H -4.970 4.250 -2.353 0.800 0.217 0.313 0.2696
H -5.550 3.349 -3.594 0.298 -0.731 -0.491 0.4123
H -2.905 2.770 -2.040 -0.256 -0.137 0.273 -0.5534
H -3.338 1.780 -3.407 -0.122 0.268 -0.312 0.4846
C -1.307 -0.368 0.215 -1.000 -1.178 -0.091 -0.2487
C -0.009 0.355 -0.082 -0.768 -0.032 0.270 2.4365
O 0.648 -0.148 -1.289 -0.672 0.399 -1.319 0.0909
C 0.152 0.221 -2.535 -0.864 1.730 3.757 -0.0461
O -0.782 0.969 -2.671 0.645 -0.849 -0.500 -0.3657
C 1.027 -0.315 -3.632 0.572 0.429 -0.019 0.6716
F 1.805 -1.236 -3.118 0.776 -1.186 -0.173 -0.2069
F 0.286 -0.810 -4.596 -0.494 -0.542 -0.713 -0.1909
F 1.815 0.627 -4.163 -0.171 0.283 0.140 -0.2735
H -1.284 -1.451 0.334 0.927 -0.178 -0.420 -0.4712
H -2.061 -0.230 -0.561 0.042 0.439 -0.150 0.5095
H -1.792 -0.163 1.169 0.361 1.036 0.080 -0.0481
H 0.703 0.239 0.735 0.155 -0.281 -0.308 -0.9326
H -0.251 1.418 -0.122 0.390 -0.002 -0.607 -0.7950
C -0.289 4.388 -2.286 0.401 1.451 -0.163 -0.5042
C -1.175 5.622 -2.016 -1.021 -1.725 0.456 0.0375
O -0.729 6.817 -2.652 0.568 0.591 -0.518 -0.2701
C -1.142 7.197 -3.852 -3.983 -1.125 -2.103 0.3825
O -2.021 6.668 -4.569 2.961 1.133 2.413 -0.5461
C -0.555 8.563 -4.342 -0.318 -0.209 0.569 0.8199
F -1.477 9.476 -4.717 0.199 -1.101 -0.020 -0.2495
F 0.141 9.128 -3.380 0.706 0.442 0.721 -0.2503
F 0.254 8.304 -5.356 0.147 0.082 -0.605 -0.2409
H -0.628 3.497 -1.758 -0.082 0.183 -0.019 -0.2642
H 0.706 4.664 -1.938 0.143 -0.364 0.103 0.4152
H -0.203 4.202 -3.356 -0.234 -0.159 -0.010 0.3990
H -1.233 5.821 -0.946 0.594 0.358 -0.001 -0.0578
H -2.214 5.372 -2.231 -0.092 0.375 -0.743 0.2349
C 2.378 -6.020 -2.850 0.428 0.970 0.026 -1.1895
C 2.916 -4.607 -3.148 -0.769 -0.141 -1.872 -0.1997
O 3.471 -3.900 -2.065 2.012 0.758 1.989 -0.0924
C 4.779 -4.034 -1.664 0.990 -3.710 -3.266 0.1272
O 5.618 -4.797 -2.177 -2.663 2.545 1.397 -0.5380
C 5.154 -3.290 -0.397 -0.886 1.844 0.025 0.9290
F 5.525 -4.119 0.542 -0.125 -0.621 0.601 -0.2476
F 6.177 -2.426 -0.564 -0.927 -0.304 -0.275 -0.2633
F 4.033 -2.598 0.015 1.296 -0.181 0.099 -0.0582
H 3.123 -6.620 -2.327 -0.068 -0.104 -0.139 0.3293
H 2.091 -6.486 -3.793 0.175 -0.070 0.042 0.4158
H 1.472 -5.933 -2.252 0.073 -0.101 0.140 0.2931
H 2.110 -3.970 -3.511 -0.576 0.046 0.748 0.1592
H 3.500 -4.492 -4.061 1.062 -0.808 0.357 0.4565
C 4.585 0.240 -6.271 0.108 1.055 0.665 -0.7742
C 5.119 -0.192 -7.546 1.729 0.973 -1.672 0.7219
O 5.252 0.600 -8.479 -0.448 -1.345 0.947 -0.5926
C 5.688 -1.573 -7.582 0.591 0.286 -1.336 -1.0762
H 3.513 0.189 -6.461 -0.243 0.085 1.050 0.1520
H 4.946 1.262 -6.153 -0.629 0.246 0.072 0.3331
H 5.043 -0.315 -5.452 -0.847 -0.366 0.104 0.2841
H 6.507 -1.651 -6.866 -0.238 -0.068 0.335 0.3176
H 6.166 -1.567 -8.561 -0.154 -0.872 -0.138 0.3359
H 4.948 -2.360 -7.437 0.130 -0.004 -0.024 0.3002
C 0.377 -3.410 1.010 -0.446 -1.075 0.576 0.5926
C 0.882 -4.803 1.423 -0.513 -2.680 0.578 0.3697
O 0.222 -5.643 2.091 1.112 3.036 -1.680 -0.6581
C 2.282 -5.261 0.947 -0.696 0.929 1.046 -0.2357
H 0.050 -3.344 -0.028 0.495 -0.375 -0.308 0.6370
H 1.132 -2.643 1.182 -0.152 0.016 0.112 -0.0246
H -0.553 -3.246 1.555 0.346 0.310 0.373 -0.9725
H 2.220 -5.650 -0.070 0.095 0.006 0.097 -0.0651
H 2.636 -5.997 1.669 -0.132 -0.258 -0.348 0.3564
H 2.969 -4.417 1.007 -0.045 -0.029 -0.357 -0.0930
C 0.523 -1.917 5.072 0.558 -0.712 0.505 -1.2589
C -0.344 -1.457 3.977 0.056 1.527 -2.725 0.6541
O 0.117 -0.880 2.965 -1.118 -1.413 2.520 0.0659
C -1.829 -1.685 4.143 -0.158 0.635 0.014 -1.1328
H 1.299 -2.569 4.671 0.354 0.384 -0.079 0.2545
H 0.035 -2.527 5.832 -0.323 0.295 -0.012 0.4372
H 0.937 -1.020 5.534 0.326 -0.140 0.106 0.2265
H -2.055 -2.732 3.941 -0.024 -0.116 -0.041 0.4459
H -2.412 -1.001 3.526 0.198 -0.246 -0.432 -0.2050
H -2.155 -1.448 5.156 0.245 -0.276 0.217 0.6376
C 3.399 3.457 1.874 -0.312 0.117 -1.050 0.0144
C 2.719 2.821 0.639 1.449 -0.401 1.896 0.5035
O 1.567 3.047 0.421 -1.443 0.474 -0.590 -0.2836
C 3.470 1.778 -0.131 0.093 0.102 -1.174 -0.2584
H 2.652 4.066 2.382 0.073 -0.114 0.055 -0.1947
H 4.200 4.122 1.549 0.186 -0.059 -0.016 0.5390
H 3.829 2.688 2.515 0.015 -0.051 0.053 -0.5777
H 2.792 1.344 -0.865 -0.195 -0.444 0.406 -0.3042
H 3.972 1.040 0.495 -0.202 0.016 0.074 -0.2004
H 4.222 2.201 -0.797 0.388 0.407 0.348 0.6455
```
Positions in Å, forces in eV/Å.